[1]
Density functional theory data (ωB97M-V with the def2-TZVPD basis set) for C22H54CrNO18S6 as an isolated structure in a non-equilibrium geometry.

- HOMO-LUMO gap (alpha / beta) (eV) = 6.91 / 7.57
- charge = 0
- HOMO energy (alpha / beta) (eV) = -7.95 / -7.95
- multiplicity = 4

Cartesian coordinates (Å):
Cr (-1.5942, 0.2487, 0.0679)
O (-1.8448, -3.7669, -0.5497)
C (-2.0090, -2.4115, -0.4740)
O (-2.3986, -1.7312, 0.5019)
O (-1.7432, -1.5131, -1.2370)
H (-1.3980, -3.9388, -1.3818)
O (-1.7865, 2.6168, 3.2052)
C (-1.9112, 1.9658, 2.1071)
O (-2.1921, 0.7537, 2.0929)
O (-1.4496, 2.3253, 1.0490)
H (-2.3180, 2.1471, 3.8522)
O (2.3698, 0.4174, 0.6333)
C (1.0740, 0.1585, 0.3351)
O (0.3756, 0.5694, -0.5820)
O (0.3809, -0.4616, 1.1497)
H (2.4125, -0.3719, 1.1781)
C (1.9075, -1.4561, -3.1338)
S (2.9513, 0.0601, -2.9142)
O (4.1686, -0.0218, -3.8834)
C (1.5385, 1.0476, -3.8049)
H (2.4140, -2.3110, -2.6858)
H (1.6666, -1.7359, -4.1594)
H (0.8980, -1.3740, -2.7310)
H (0.7108, 1.1108, -3.0984)
H (1.1787, 0.6281, -4.7444)
H (1.8779, 2.0463, -4.0797)
C (2.0364, -3.8774, 0.1086)
S (2.9282, -3.3035, 1.5992)
O (3.2620, -1.8220, 1.5344)
C (1.5383, -3.5513, 2.8448)
H (1.5446, -4.8446, 0.2119)
H (2.8462, -4.0607, -0.5976)
H (1.3685, -3.0353, -0.0729)
H (0.9815, -4.4870, 2.7958)
H (0.7477, -2.8289, 2.6416)
H (2.0139, -3.4419, 3.8194)
C (3.0799, 3.3932, -1.2837)
S (4.7660, 2.8612, -1.0854)
O (5.6259, 4.1263, -1.1969)
C (4.5804, 2.5584, 0.7468)
H (2.9022, 3.3453, -2.3580)
H (2.9662, 4.3777, -0.8299)
H (2.4447, 2.5745, -0.9455)
H (4.7370, 1.5040, 0.9742)
H (3.6522, 2.8642, 1.2296)
H (5.3925, 3.1083, 1.2223)
C (-5.0729, -0.4005, 2.1238)
S (-4.9766, 0.1742, 0.3357)
O (-3.5596, 0.4851, -0.1241)
C (-5.5198, -1.3234, -0.5157)
H (-6.1111, -0.6013, 2.3883)
H (-4.8094, 0.4550, 2.7456)
H (-4.4433, -1.2411, 2.4153)
H (-4.6933, -2.0323, -0.4667)
H (-5.5069, -1.2297, -1.6016)
H (-6.4720, -1.7385, -0.1855)
C (-1.0342, 4.1821, -2.2005)
S (-2.3843, 2.8282, -2.2268)
O (-1.8176, 1.5849, -1.5399)
C (-3.7116, 3.5362, -1.0821)
H (-1.4827, 5.1455, -2.4429)
H (-0.1883, 3.9083, -2.8311)
H (-0.7132, 4.2843, -1.1639)
H (-3.8556, 4.5968, -1.2883)
H (-3.3395, 3.4944, -0.0584)
H (-4.6142, 2.9532, -1.2654)
C (-1.5280, -2.0022, 3.8505)
S (-0.8086, -2.9469, 5.3271)
O (0.6847, -2.4456, 5.3448)
C (-1.5072, -1.8630, 6.6178)
H (-1.4740, -2.5452, 2.9069)
H (-1.0611, -1.0206, 3.7695)
H (-2.5303, -1.7683, 4.2092)
H (-1.4243, -0.8578, 6.2047)
H (-0.8698, -2.0000, 7.4914)
H (-2.5743, -2.0346, 6.7589)
C (3.1248, 2.3399, 3.9942)
O (3.3666, 3.5537, 3.9758)
N (2.0283, 1.7186, 4.5283)
C (1.7075, 0.2845, 4.5894)
C (1.0874, 2.6351, 5.2842)
H (3.8544, 1.6368, 3.5636)
H (0.6434, 0.1916, 4.3722)
H (1.8738, -0.2701, 5.5128)
H (2.2260, -0.2322, 3.7817)
H (1.5930, 2.5598, 6.2469)
H (1.0774, 3.6795, 4.9724)
H (0.0967, 2.2118, 5.1186)
O (0.3108, 0.0114, -7.2686)
C (0.7706, -1.0521, -6.9795)
O (0.1640, -1.9977, -6.3485)
C (-1.2253, -2.1886, -6.1797)
C (-1.7094, -1.2039, -5.1025)
C (2.3062, -1.3134, -7.0040)
H (-1.3662, -3.1799, -5.7489)
H (-1.8153, -2.2991, -7.0895)
H (-1.4525, -0.1740, -5.3505)
H (-1.1560, -1.4872, -4.2072)
H (-2.7974, -1.2276, -5.0414)
H (2.8853, -0.4812, -6.6037)
H (2.5727, -1.4843, -8.0470)
H (2.5380, -2.2709, -6.5376)

Atomic forces in eV per Å
-0.2832 -0.8809 -0.5448
-0.6461 2.1383 0.2669
-0.1037 1.8878 2.7532
-2.0077 -3.3023 7.3236
3.8912 0.9240 -9.1916
0.1301 -0.0713 -0.4210
-0.8330 2.0517 2.0659
2.2389 -2.9710 -1.8218
-2.1279 -3.2124 2.0334
1.2350 3.9628 -2.9898
0.0731 -0.1043 0.4851
-2.2362 0.3003 -2.0187
-0.5553 0.5022 2.1954
-0.1327 2.5946 -4.5300
-0.2287 -2.5974 3.2838
1.8449 -1.0047 1.3087
0.0773 -0.6834 -0.0176
-0.1653 0.1004 -3.5110
-2.6099 -0.0331 1.9045
0.7772 0.1509 0.4255
0.0765 0.1130 0.1608
0.7413 0.4509 -0.4030
0.1972 0.5316 0.7705
0.0974 -0.0302 0.1848
0.3473 -0.6148 0.1255
0.3085 0.0262 0.3764
0.6951 0.6674 0.3990
-0.3294 -0.7862 1.4243
-0.8725 -1.4480 -0.1915
0.4677 0.4809 -0.8515
-0.1839 0.2421 0.5901
-0.2817 0.5920 -0.4353
-0.1475 -0.2468 -0.7229
0.7466 -0.5427 -0.3239
0.5285 0.6329 0.1580
-0.3568 0.2281 -0.1868
-0.1930 -0.8137 -1.0418
1.0491 1.5711 1.5807
-1.0620 -1.5976 -0.0593
0.7151 -0.1998 0.0758
0.0399 0.8046 -0.1726
-0.2459 -0.2187 -0.0193
-0.1643 0.2658 0.7076
-0.0568 -0.0592 -0.2658
-0.1077 0.1734 -0.5383
0.0594 0.1226 -0.2225
0.2218 0.3545 -0.2693
-0.0932 -0.0889 0.8289
-1.7542 -0.1784 0.1277
1.2648 -0.7960 -0.6124
-0.1895 -0.1492 -0.5852
0.2983 0.0910 -0.3469
0.1372 0.0390 -0.5713
-0.1393 -0.3168 0.9365
-0.5276 1.0262 -0.0207
0.1805 0.2739 0.2661
-1.0782 -0.6040 1.2855
0.5266 0.1842 0.8838
-0.1227 1.0141 -0.9689
1.3689 0.1308 -0.3283
-0.1315 -0.2163 -0.5090
-0.3953 -0.1679 -0.1102
0.1422 -0.3384 0.0674
-0.0878 -0.0939 -0.4625
-0.0092 -0.4635 -0.0673
0.1945 0.0575 0.1008
-0.2066 -0.2191 1.5369
2.7628 2.6494 -0.9929
-2.6202 -1.4357 0.3298
-0.2705 0.0442 -0.9166
-0.1971 -0.0058 0.2682
0.5298 -0.2921 0.0138
-0.4187 -0.3711 -0.5570
0.3490 0.0796 0.2262
-0.3151 -0.0106 -0.0354
0.0989 -0.3582 0.3565
0.1997 0.0081 0.0029
-0.7897 -1.4922 0.2829
-0.3294 1.9669 -0.0610
0.0953 0.5101 -0.9872
1.4776 -1.3204 -0.6393
-0.1350 -0.1900 -0.0807
0.0161 -0.0392 -0.0807
0.3072 0.5318 0.2763
0.0878 -0.0307 0.0395
-1.3094 0.3514 0.7597
0.4163 -0.3121 -0.3978
0.0082 0.0422 0.7925
-1.0117 0.6478 -0.9470
3.0387 1.8231 0.7778
-0.4756 -3.2794 0.3412
-1.0485 0.3879 1.0733
0.1189 0.0514 -1.0574
-1.0258 -0.7675 -0.7944
0.5839 -0.1755 0.0882
0.3437 0.9626 -0.4139
0.1173 -0.0715 -0.1339
-0.5840 0.1876 0.3471
0.0524 -0.2753 0.5443
-0.2291 -0.1006 0.0553
0.1212 0.3651 -0.1668
0.0293 0.2824 0.3868

[2]
Density functional theory data (ωB97M-V with the def2-TZVPD basis set) for C13H15NReSe as an isolated structure in a non-equilibrium geometry.

- HOMO-LUMO gap (alpha / beta) (eV) = 6.36 / 6.08
- charge = 0
- HOMO energy (alpha / beta) (eV) = -5.96 / -7.32
- relative energy (zero: lowest compared OMol25 entry of this formula, charge and spin) (eV) = 0.000
- multiplicity = 4

Cartesian coordinates (Å):
C (0.7702, -1.7495, -1.1473)
C (-0.2889, -0.7935, -1.1444)
C (-0.8607, -0.7560, 0.1805)
C (-0.1490, -1.6943, 0.9897)
C (0.8248, -2.3434, 0.1536)
Re (1.2385, -0.1517, 0.2989)
N (2.6466, -0.8380, 1.0688)
C (-0.5939, 2.2142, -1.2090)
C (-1.8948, 1.8885, -1.1569)
H (-1.7108, -0.1615, 0.4930)
H (-0.6363, -0.2375, -2.0006)
H (-0.3667, -1.9149, 2.0296)
H (1.4605, -3.1715, 0.4415)
H (1.3743, -2.0070, -2.0086)
H (-2.2902, 0.9832, -1.6214)
H (-0.3038, 3.2464, -0.9687)
H (3.5072, -1.1854, 1.4939)
H (-2.6253, 2.5790, -0.7297)
H (0.1389, 1.6294, -1.7751)
Se (1.2188, 2.1848, 0.9251)
C (-0.2296, 2.1234, 2.2438)
C (-0.0345, 1.3994, 3.4308)
C (-1.1020, 1.2192, 4.3092)
C (-2.3525, 1.7757, 4.0112)
C (-2.5287, 2.5305, 2.8444)
C (-1.4586, 2.7351, 1.9718)
H (0.9428, 0.9607, 3.6360)
H (-0.9556, 0.6466, 5.2259)
H (-3.1873, 1.6313, 4.6994)
H (-3.5009, 2.9664, 2.6088)
H (-1.5734, 3.3362, 1.0688)

Atomic forces in eV per Å
-0.7572 -0.7093 0.2751
-1.4979 -0.1912 0.0062
-1.0167 -0.2850 -0.9226
-0.4502 -1.2958 -0.7516
-1.4631 -0.9331 -0.3135
1.7013 0.5982 0.2040
3.3936 -0.0568 1.8608
-1.3494 1.2289 -1.6274
0.3914 0.2590 -0.4127
0.2519 -0.0129 -0.0569
0.0492 -0.1212 0.0672
0.2440 0.0832 -0.1992
0.1396 0.5226 0.0737
0.0449 0.0723 0.2538
0.0755 0.1346 0.3941
-0.0430 -0.7698 -0.0080
-0.2592 0.4379 -0.3463
0.1933 -0.2965 -0.1206
-0.3016 0.3870 0.4331
0.4650 1.0405 1.5935
0.1190 -0.0599 -0.2842
-0.2862 0.0114 -0.3343
-0.1488 0.2378 -0.1382
0.0789 0.0132 -0.1060
0.1587 0.0087 0.2337
0.1520 -0.2870 0.2084
-0.2601 0.1132 -0.0623
-0.0781 0.1638 -0.2197
0.2226 0.0255 -0.2304
0.2429 -0.0921 0.1501
-0.0121 -0.2272 0.3802

[3]
Density functional theory data (ωB97M-V with the def2-TZVPD basis set) for an isolated molecule of C4H5N3 in a non-equilibrium geometry.

- HOMO-LUMO gap (eV) = 10.56
- SMILES = [H]/N=C/C/N=C\C#N
- charge = 0
- HOMO energy (eV) = -10.36
- relative energy (zero: lowest compared OMol25 entry of this formula, charge and spin) (eV) = 2.293

Cartesian coordinates (Å):
N (1.5546, -0.6251, 2.0644)
C (0.5179, -0.1974, 1.7771)
C (0.4131, 0.2192, -1.2601)
C (-0.6113, -0.7451, -0.6790)
N (-1.4047, -0.0681, 0.3227)
C (-0.8198, 0.2492, 1.4012)
N (0.6889, 1.3015, -0.6671)
H (0.8951, -0.1183, -2.1853)
H (-1.2669, -1.1178, -1.4731)
H (-0.0592, -1.6108, -0.2772)
H (-1.3305, 0.8896, 2.1173)
H (1.4228, 1.8231, -1.1409)

Atomic forces in eV per Å
-1.0225 0.4446 -0.2194
0.8866 -0.4401 0.2174
0.0477 0.1763 0.1383
0.0043 -0.0279 -0.0679
0.2906 0.0893 0.3374
-0.2679 -0.0144 -0.1435
0.0569 -0.2788 -0.3525
-0.0481 0.0521 0.0914
0.1211 0.1017 0.1062
-0.0487 0.1354 -0.0402
0.0052 -0.1989 0.0229
-0.0253 -0.0391 -0.0899